Molecular formula: C44H64F4N3P2Sc
Method: DFT, the ωB97M-V functional and the def2-TZVPD basis

XYZ file:
```
118
Properties=species:S:1:pos:R:3
Sc -0.133 0.298 -1.017
C 2.206 -1.267 -4.156
C 2.761 -0.849 -2.806
N 2.341 0.480 -2.295
C 3.414 0.914 -1.369
C 3.250 2.291 -0.746
C 2.097 1.466 -3.370
C 0.598 1.702 -3.527
N 0.057 2.052 -2.221
C 0.078 3.322 -1.759
C -0.342 3.502 -0.429
F -0.697 2.349 0.223
C -0.367 4.699 0.237
F -0.780 4.726 1.514
C 0.041 5.859 -0.394
C 0.477 5.725 -1.699
F 0.905 6.813 -2.357
C 0.506 4.516 -2.371
F 0.989 4.515 -3.633
H 2.527 -2.291 -4.349
H 2.589 -0.658 -4.973
H 1.120 -1.249 -4.171
H 3.858 -0.868 -2.875
H 2.484 -1.589 -2.049
H 4.378 0.876 -1.899
H 3.475 0.167 -0.573
H 3.497 3.100 -1.432
H 3.918 2.365 0.109
H 2.233 2.455 -0.388
H 2.557 1.166 -4.313
H 2.550 2.418 -3.106
H 0.117 0.772 -3.845
H 0.392 2.446 -4.295
H 0.034 6.815 0.105
C 2.272 3.460 2.559
C 1.595 2.107 2.314
C 0.424 1.947 3.278
P 2.936 0.820 2.285
C 3.170 0.450 4.111
C 2.279 -0.625 4.726
C 4.637 0.171 4.437
C 2.310 -0.788 1.616
C 3.366 -1.719 1.600
C 3.211 -3.053 1.275
C 4.382 -3.996 1.267
C 1.931 -3.488 0.923
C 0.890 -2.589 0.866
C 1.053 -1.229 1.176
N -0.062 -0.363 0.981
C -1.127 -0.514 1.865
C -0.973 -1.126 3.122
C -2.004 -1.158 4.040
C -3.251 -0.596 3.768
C -4.345 -0.567 4.800
C -3.437 -0.078 2.498
C -2.422 -0.055 1.541
P -2.741 0.208 -0.215
C -3.742 -1.284 -0.684
C -3.079 -2.531 -0.100
C -5.215 -1.264 -0.284
C -3.865 1.661 -0.466
C -3.786 2.727 0.632
C -3.577 2.246 -1.852
H 1.514 4.247 2.601
H 2.801 3.472 3.516
H 2.989 3.716 1.780
H 1.202 2.113 1.296
H 0.733 2.179 4.301
H -0.374 2.646 3.015
H 0.000 0.950 3.270
H 2.913 1.409 4.575
H 2.529 -1.613 4.331
H 2.427 -0.654 5.809
H 1.225 -0.446 4.539
H 4.962 -0.783 4.018
H 5.292 0.949 4.043
H 4.779 0.114 5.519
H 4.360 -1.370 1.863
H 5.196 -3.619 1.887
H 4.099 -4.981 1.639
H 4.771 -4.128 0.255
H 1.762 -4.527 0.665
H -0.094 -2.916 0.555
H -0.021 -1.569 3.378
H -1.830 -1.625 5.003
H -4.260 -1.406 5.490
H -4.307 0.350 5.393
H -5.330 -0.615 4.334
H -4.418 0.301 2.229
H -3.663 -1.323 -1.776
H -3.151 -2.527 0.989
H -3.593 -3.421 -0.468
H -2.032 -2.600 -0.391
H -5.331 -1.177 0.798
H -5.783 -0.466 -0.760
H -5.678 -2.208 -0.581
H -4.882 1.268 -0.476
H -2.776 2.873 1.006
H -4.139 3.682 0.238
H -4.410 2.470 1.487
H -2.610 2.752 -1.868
H -3.552 1.476 -2.627
H -4.348 2.972 -2.119
C -1.492 -2.880 -5.332
C -1.345 -3.427 -3.906
C -2.677 -4.041 -3.459
C -0.260 -4.513 -3.878
C -0.961 -2.329 -3.000
C -0.607 -1.401 -2.291
H -1.796 -3.683 -6.008
H -0.548 -2.467 -5.691
H -2.245 -2.092 -5.367
H -2.969 -4.836 -4.149
H -3.467 -3.289 -3.445
H -2.589 -4.467 -2.460
H -0.536 -5.335 -4.542
H -0.136 -4.907 -2.869
H 0.697 -4.111 -4.206
```

Computed properties:
Charge   0
Highest occupied orbital energy   -7.280 eV
Orbital gap   0.289 Ha
LUMO energy   0.580 eV
Energy relative to the best compared isomer or geometry (same formula, charge and spin)   0.0 kcal/mol
Calculated total energy   -101286.2520 eV